Molecular formula: C24H58BBeClF3KLiN3Na2O10SSi3
Method: DFT, ωB97M-V/def2-TZVPD

Structure (XYZ):
```
109
Properties=species:S:1:pos:R:3:forces:R:3
C 4.082769 6.113101 1.625395 0.5418 -0.2463 0.0396
O 4.629622 4.921108 0.951459 -0.7810 -0.1249 0.8797
C 3.553830 4.054356 0.439755 0.6192 -0.5220 -1.4694
C 4.091134 3.187781 -0.736311 1.0331 0.6434 1.3722
C 5.134910 2.094184 -0.344662 -0.3771 -0.8993 -0.9882
C 4.625666 0.602508 -0.444222 0.8410 0.8959 1.0138
C 4.011306 -0.038994 0.857223 -0.2906 -0.6973 -1.6345
C 2.724657 -0.864980 0.479820 -0.1633 0.7260 1.5535
C 1.462855 -0.370422 1.248945 0.5527 -1.5146 -0.2462
C 0.179033 -0.945248 0.569547 0.7632 0.7810 0.0246
C -0.827931 0.187691 0.344426 -2.9640 -1.4893 -0.5291
O -0.613891 1.342713 1.059378 -0.4595 0.7394 -0.4085
B 0.001549 2.194545 0.016677 1.0758 0.4378 0.4361
Si 0.223746 4.008218 0.660945 -0.0067 0.5649 -0.6834
C 1.202721 5.123482 -0.556969 -0.5841 -0.2133 0.1665
C -1.438206 4.888902 1.048669 -0.3591 0.2065 0.4166
C 1.207829 3.837202 2.315274 -0.4441 0.4086 0.1744
O -0.618171 1.960426 -1.301965 -1.4359 -0.9144 1.1219
C -1.083957 0.644224 -1.157654 2.8940 0.6158 -0.0823
Cl -2.831617 0.476035 -1.688858 0.3008 0.1885 0.0745
H 3.958788 6.940101 0.897423 -0.2182 -0.0758 0.4181
H 3.109785 5.951960 2.101305 0.1533 0.0785 -0.3857
H 4.807761 6.395470 2.395181 -0.0506 0.0881 -0.3103
H 2.805942 4.728971 -0.018330 1.3288 -0.7345 1.5471
H 3.020280 3.455014 1.210306 1.0662 0.2314 -1.1687
H 3.256444 2.806060 -1.329853 0.0380 -0.0987 0.2423
H 4.637053 3.903683 -1.390034 -0.1492 -0.3714 -0.1297
H 5.928816 2.178435 -1.101147 -0.0426 0.0810 0.3535
H 5.623213 2.262570 0.626848 -0.2124 0.2054 -0.1173
H 3.977386 0.532667 -1.320937 -0.1723 -0.0783 0.2842
H 5.517272 0.003044 -0.667652 -0.2165 0.1533 -0.1678
H 4.748919 -0.756637 1.238549 -0.0693 0.3720 0.1363
H 3.834994 0.688496 1.675816 -0.2238 -0.0653 -0.3579
H 2.510171 -0.849613 -0.590959 0.3101 0.1293 0.0702
H 2.867250 -1.904691 0.793551 0.0532 0.0402 -0.3646
H 1.532717 -0.789998 2.262177 -0.0971 0.2264 -0.0711
H 1.450693 0.719923 1.338419 -0.0952 -0.5815 -0.1222
H -0.272495 -1.730542 1.182905 0.0382 0.2681 0.0291
H 0.387839 -1.430211 -0.396867 0.2341 0.1554 0.2458
H -1.797967 -0.233121 0.665768 0.1300 0.1511 -0.0314
H 1.181585 1.805915 0.026311 0.4223 0.4014 -0.7123
H 0.528901 5.583729 -1.284019 0.1454 -0.0182 0.0776
H 1.991121 4.523193 -1.046476 -1.6133 0.2372 -0.8981
H 1.671111 5.918360 0.051792 -0.6411 0.4774 -0.5136
H -1.659916 5.540033 0.174689 0.5783 -0.7299 0.4124
H -2.227695 4.128984 1.171745 0.2094 0.1612 -0.2739
H -1.389408 5.442939 2.002433 0.0129 0.2799 -0.4617
H 1.370539 2.772152 2.532670 -0.3047 0.0049 -0.0423
H 0.603535 4.301751 3.104550 0.4909 -0.1229 0.0576
H 2.159902 4.341961 2.138989 -0.9330 0.4807 0.7709
H -0.414502 0.112193 -1.849227 -1.0613 -0.7788 -0.1042
C -0.711766 1.594103 4.963350 -0.1301 -0.2105 -0.1361
O -0.429502 0.406777 5.018152 0.0386 0.4243 0.0405
N -0.558760 2.436733 6.035836 0.2430 0.0299 0.1197
N -1.199371 2.184797 3.834483 -0.0927 -0.2332 0.0447
H -0.784046 3.412170 6.014490 -0.0854 -0.0019 -0.0144
H -0.203970 2.038256 6.883592 -0.0349 -0.0457 0.0624
H -1.325944 1.598913 3.023589 0.1833 0.0947 -0.2515
H -1.433876 3.156184 3.770481 -0.0497 -0.0017 0.1024
Be -4.649828 -1.217216 -2.207723 -0.2939 0.6669 -0.0075
C 8.765682 4.650922 -1.041126 0.1953 -0.1331 0.0260
F 8.218747 5.877682 -0.921110 -0.4204 0.3180 -0.1025
F 10.060311 4.791596 -0.798078 0.4461 -0.0034 -0.1199
F 8.265191 3.919483 -0.029434 -0.3458 -0.2481 0.1028
S 8.431019 3.889879 -2.695175 0.3714 -0.5573 -1.2908
O 9.024723 4.809402 -3.639727 -0.1910 0.1653 0.5899
O 6.974640 3.835865 -2.740686 -0.3762 0.2948 0.6129
O 9.074103 2.595494 -2.631278 -0.2323 0.3343 0.5282
O 0.992881 7.874860 0.576650 0.0930 -0.1907 -0.1000
H 1.408793 8.414122 -0.115268 -0.3040 -0.0593 0.2623
Na 3.612291 3.063576 3.101715 0.2417 -0.3061 0.2295
Na -2.928911 6.981191 0.327950 0.2529 0.4734 0.1575
C -3.891447 -3.872624 -1.242391 0.0064 0.4040 1.0169
Si -3.682730 -5.407857 -0.147916 0.2918 -2.4755 -0.7883
C -5.181658 -5.459929 0.989412 -0.0303 0.7747 0.1437
C -2.150868 -5.105545 0.904024 -0.1145 0.7798 0.1506
N -3.553041 -6.756451 -1.167044 -0.0431 0.4673 0.8317
Si -3.349640 -8.350315 -0.573661 -0.1853 1.3366 -1.0720
C -4.792881 -8.931831 0.489715 0.1409 -0.3833 0.1628
C -1.755993 -8.578613 0.406927 -0.0361 -0.3850 0.1549
C -3.248506 -9.543177 -2.035767 0.0239 -0.1683 0.2696
H -3.974977 -2.972413 -0.622016 0.0217 -0.0260 0.0091
H -3.029084 -3.753658 -1.902563 0.3430 -0.0677 0.6697
H -4.793773 -3.956297 -1.846886 -0.2580 -0.2500 1.5759
H -5.341269 -4.482704 1.464191 -0.0944 -0.0532 0.0697
H -5.052874 -6.187189 1.789890 0.0278 -0.0835 -0.0395
H -6.084241 -5.710651 0.429445 0.0184 -0.0775 -0.0048
H -1.247059 -5.140939 0.292283 -0.0079 -0.0860 -0.0037
H -2.060370 -5.838368 1.704572 -0.0058 -0.0853 -0.0359
H -2.196133 -4.115139 1.378157 0.1000 -0.0364 0.0647
H -4.805361 -8.438826 1.463335 -0.0526 0.0403 0.0058
H -4.717148 -10.009131 0.675211 -0.0608 0.0022 0.0283
H -5.743959 -8.742797 -0.011187 0.0030 0.0538 -0.0025
H -0.902779 -8.181749 -0.146566 -0.0199 0.0489 0.0036
H -1.572699 -9.643110 0.590778 0.0564 0.0166 0.0267
H -1.801554 -8.087027 1.380249 0.0410 0.0488 0.0047
H -2.402788 -9.296125 -2.681007 -0.0198 0.0294 -0.0193
H -4.164754 -9.507476 -2.628913 0.0098 0.0307 -0.0250
H -3.114973 -10.569296 -1.677142 0.0004 -0.0307 -0.0996
Li 4.717528 5.872976 -0.655891 0.4816 -0.1921 -0.4124
O -7.453512 -2.186947 -3.611717 0.0052 0.3147 -1.2478
C -8.214088 -1.740362 -4.513241 -3.3637 -0.9737 5.0832
C -7.265330 -1.434321 -5.904594 3.2966 1.1578 -4.9759
O -8.023624 -0.979527 -6.795274 0.0790 -0.4861 1.2990
H -8.737286 -0.794969 -4.307700 0.9005 0.7184 -0.3257
H -9.023055 -2.397285 -4.863298 0.7636 -0.6629 -0.9315
H -6.755080 -2.391740 -6.106414 -0.8961 -0.7021 0.3015
H -6.454904 -0.780645 -5.538054 -0.6970 0.5725 0.8675
K -4.218384 -3.602354 -3.692429 -0.1014 -0.5361 -3.2557
```
Positions in Å, forces in eV/Å.

Calculated values
**E_LUMO**: -3.504 eV
**Orbital gap**: 2.6 eV
**Total charge**: 0
**E**: -4863.71691 Eh
**Strongest force on any atom**: 6.2 eV Å⁻¹

Mulliken atomic charge list, values in e, 6 entries: -0.5872 -0.7901 2.2108 -0.3485 -0.7020 -1.3034